Arrangement a

The molecule C23H28N2O4. Source: the Open Molecules 2025 dataset; level of theory: ωB97M-V/def2-TZVPD.

HOMO energy in eV: -7.84
Structure (SMILES): CCN(CC)C(=O)[C@H]1CC(=O)N(c2ccc(OC)cc2)[C@@H]1c1ccc(OC)cc1
LUMO energy in eV: 0.6753

Last columns: bonded neighbours and bond lengths (Å).
Cartesian coordinates (Å):
1 C -5.82122 -1.93084 -1.02990  H2 1.086, H3 1.087, C4 1.525, H57 1.088
2 H -6.67313 -1.83098 -1.69665  C1 1.086
3 H -5.21863 -2.77349 -1.35786  C1 1.087
4 C -4.98383 -0.65621 -1.06292  C1 1.525, N5 1.454, H55 1.092, H56 1.093
5 N -3.83327 -0.74493 -0.17770  C4 1.454, C6 1.350, C48 1.448
6 C -2.65365 -1.12452 -0.71414  N5 1.350, O7 1.219, C8 1.524
7 O -2.54845 -1.41175 -1.89380  C6 1.219
8 C -1.44512 -1.21349 0.21079  C6 1.524, H9 1.090, C10 1.527, C29 1.543
9 H -1.54099 -0.56272 1.07953  C8 1.090
10 C -1.16292 -2.64839 0.64956  C8 1.527, C11 1.524, H46 1.093, H47 1.089
11 C 0.35468 -2.70824 0.77181  C10 1.524, O12 1.210, N13 1.360
12 O 0.97234 -3.56048 1.36776  C11 1.210
13 N 0.86745 -1.65507 0.08150  C11 1.360, C14 1.405, C29 1.456
14 C 2.23309 -1.42169 -0.15248  N13 1.405, C15 1.390, C19 1.395
15 C 3.19616 -1.86149 0.74805  C14 1.390, C16 1.384, H28 1.077
16 C 4.54097 -1.62802 0.52098  C15 1.384, C17 1.389, H27 1.078
17 C 4.95117 -0.93578 -0.61142  C16 1.389, C18 1.395, O22 1.365
18 C 3.98457 -0.48914 -1.51229  C17 1.395, C19 1.377, H21 1.078
19 C 2.64687 -0.72997 -1.29088  C14 1.395, C18 1.377, H20 1.078
20 H 1.92696 -0.37914 -2.01189  C19 1.078
21 H 4.30934 0.04516 -2.39088  C18 1.078
22 O 6.24589 -0.64444 -0.92999  C17 1.365, C23 1.406
23 C 7.26299 -1.09806 -0.07172  O22 1.406, H24 1.095, H25 1.095, H26 1.089
24 H 7.26049 -2.18956 0.01404  C23 1.095
25 H 7.17583 -0.65561 0.92630  C23 1.095
26 H 8.19847 -0.77561 -0.52656  C23 1.089
27 H 5.25550 -1.99120 1.24252  C16 1.078
28 H 2.89641 -2.40582 1.62771  C15 1.077
29 C -0.15555 -0.82951 -0.54473  C8 1.543, N13 1.456, C30 1.504, H45 1.100
30 C 0.10143 0.64801 -0.42658  C29 1.504, C31 1.386, C35 1.391
31 C 0.73153 1.18462 0.68514  C30 1.386, C32 1.384, H44 1.080
32 C 0.92184 2.55030 0.80940  C31 1.384, C33 1.390, H43 1.078
33 C 0.46241 3.40822 -0.18332  C32 1.390, C34 1.396, O38 1.361
34 C -0.19169 2.87221 -1.29437  C33 1.396, C35 1.377, H37 1.078
35 C -0.36496 1.51103 -1.41291  C30 1.391, C34 1.377, H36 1.080
36 H -0.87142 1.10540 -2.27637  C35 1.080
37 H -0.54833 3.54884 -2.05442  C34 1.078
38 O 0.59136 4.76333 -0.16740  C33 1.361, C39 1.407
39 C 1.27613 5.36207 0.90562  O38 1.407, H40 1.095, H41 1.089, H42 1.095
40 H 0.76602 5.18515 1.85827  C39 1.095
41 H 1.27924 6.43005 0.69359  C39 1.089
42 H 2.30829 5.00385 0.97356  C39 1.095
43 H 1.42757 2.92902 1.68340  C32 1.078
44 H 1.09174 0.53157 1.46660  C31 1.080
45 H -0.28043 -1.10979 -1.60063  C29 1.100
46 H -1.46198 -3.35799 -0.12637  C10 1.093
47 H -1.64412 -2.93525 1.58331  C10 1.089
48 C -4.05194 -0.37176 1.20368  N5 1.448, H49 1.091, C50 1.530, H54 1.093
49 H -3.44224 -0.99264 1.86251  C48 1.091
50 C -3.76724 1.11091 1.45009  C48 1.530, H51 1.088, H52 1.087, H53 1.087
51 H -2.73743 1.35783 1.20168  C50 1.088
52 H -3.94513 1.35436 2.49423  C50 1.087
53 H -4.41732 1.72798 0.83497  C50 1.087
54 H -5.09817 -0.58170 1.43967  C48 1.093
55 H -4.60481 -0.49823 -2.07459  C4 1.092
56 H -5.58506 0.20707 -0.76790  C4 1.093
57 H -6.18771 -2.13346 -0.02560  C1 1.088



Arrangement b

A 2-piece molecular cluster, C23H28N2O4 overall. Source: the Open Molecules 2025 dataset; level of theory: ωB97M-V/def2-TZVPD.

HOMO energy in eV: -8.51
Structure (SMILES): CC(=O)OCCCCC1=CC(=O)c2c(C)cc(CCN)cc2C1=O.c1cc[nH]c1
LUMO energy in eV: -0.5313

Last columns: bonded neighbours and bond lengths (Å).
Cartesian coordinates (Å):
1 C 1.43272 2.48571 4.96906  C2 1.520, H25 1.091, H26 1.093, H27 1.093
2 C 1.89462 2.17660 3.55385  C1 1.520, O3 1.212, O4 1.360
3 O 2.79730 1.38580 3.38307  C2 1.212
4 O 1.27403 2.83468 2.53831  C2 1.360, C5 1.437
5 C 0.84873 1.96720 1.47458  O4 1.437, C6 1.530, H28 1.096, H29 1.095
6 C -0.58892 2.28755 1.06089  C5 1.530, C7 1.555, H30 1.096, H31 1.094
7 C -1.05576 1.28757 -0.03449  C6 1.555, C8 1.579, H32 1.100, H33 1.091
8 C -2.02089 0.17762 0.54028  C7 1.579, C9 1.511, H34 1.092, H35 1.091
9 C -1.19700 -1.08234 0.67443  C8 1.511, C10 1.323, C23 1.513
10 C -0.52743 -1.41842 1.76523  C9 1.323, C11 1.506, H36 1.088
11 C 0.30683 -2.67246 1.77484  C10 1.506, O12 1.214, C13 1.514
12 O 0.45854 -3.35363 2.76819  C11 1.214
13 C 0.96751 -2.98311 0.44877  C11 1.514, C14 1.381, C22 1.388
14 C 2.22104 -3.54757 0.32293  C13 1.381, C15 1.509, C16 1.384
15 C 3.02397 -3.90239 1.55002  C14 1.509, H37 1.093, H38 1.094, H39 1.091
16 C 2.70081 -3.73134 -0.96205  C14 1.384, C17 1.360, H40 1.088
17 C 2.00986 -3.38683 -2.08169  C16 1.360, C18 1.521, C21 1.391
18 C 2.58135 -3.56379 -3.47971  C17 1.521, C19 1.553, H41 1.094, H42 1.094
19 C 2.28809 -2.31821 -4.35985  C18 1.553, N20 1.470, H43 1.098, H44 1.093
20 N 2.70057 -1.07261 -3.69777  C19 1.470, H45 1.014, H46 1.013
21 C 0.73971 -2.83336 -1.95572  C17 1.391, C22 1.361, H47 1.082
22 C 0.25909 -2.64407 -0.69625  C13 1.388, C21 1.361, C23 1.513
23 C -1.10059 -2.00242 -0.52234  C9 1.513, C22 1.513, O24 1.214
24 O -2.04052 -2.22450 -1.25747  C23 1.214
25 H 1.31685 1.52951 5.48190  C1 1.091
26 H 2.18513 3.05466 5.52069  C1 1.093
27 H 0.49763 3.05053 4.99073  C1 1.093
28 H 0.88515 0.93589 1.84260  C5 1.096
29 H 1.51002 2.00085 0.60246  C5 1.095
30 H -0.57038 3.31025 0.66704  C6 1.096
31 H -1.27633 2.21984 1.90881  C6 1.094
32 H -0.14149 0.78587 -0.38355  C7 1.100
33 H -1.47085 1.80244 -0.90269  C7 1.091
34 H -2.81770 0.01700 -0.18910  C8 1.092
35 H -2.40968 0.48076 1.51373  C8 1.091
36 H -0.54724 -0.82286 2.67572  C10 1.088
37 H 2.84394 -3.15446 2.32703  C15 1.093
38 H 4.09525 -3.84531 1.33474  C15 1.094
39 H 2.74280 -4.86123 1.98917  C15 1.091
40 H 3.69557 -4.16517 -1.04182  C16 1.088
41 H 2.14644 -4.41531 -4.01131  C18 1.094
42 H 3.67240 -3.61239 -3.41024  C18 1.094
43 H 1.21308 -2.29217 -4.57961  C19 1.098
44 H 2.83996 -2.43568 -5.29593  C19 1.093
45 H 3.01238 -0.40978 -4.39877  N20 1.014
46 H 1.90346 -0.62439 -3.26095  N20 1.013
47 H 0.15655 -2.53860 -2.81847  C21 1.082
48 N -3.86725 4.64437 -0.02757  C49 1.369, C52 1.368, H53 1.003
49 C -4.41920 3.39209 -0.00767  N48 1.369, C50 1.369, H54 1.077
50 C -5.17119 3.24480 -1.14224  C49 1.369, C51 1.421, H55 1.077
51 C -5.06441 4.45476 -1.87950  C50 1.421, C52 1.369, H56 1.077
52 C -4.25228 5.29639 -1.16741  N48 1.368, C51 1.369, H57 1.077
53 H -3.27155 5.02548 0.68390  N48 1.003
54 H -4.22868 2.71925 0.81172  C49 1.077
55 H -5.73439 2.36773 -1.41487  C50 1.077
56 H -5.53057 4.68017 -2.82415  C51 1.077
57 H -3.91708 6.29904 -1.37149  C52 1.077



Quick one: most stable of them? arrangement a



Arrangement a

A 2-piece molecular cluster, C4H11NO4 overall. Source: the Open Molecules 2025 dataset; level of theory: ωB97M-V/def2-TZVPD.

HOMO energy in eV: -10.18
Structure (SMILES): CC(=O)ON.CC(O)O
LUMO energy in eV: 0.8252

Last columns: bonded neighbours and bond lengths (Å).
Cartesian coordinates (Å):
1 C 0.78224 1.52366 -0.34735  C2 1.525, O3 1.395, O4 1.403, H7 1.102
2 C 2.28504 1.67824 -0.13879  C1 1.525, H8 1.086, H9 1.088, H10 1.086
3 O 0.21422 2.61390 -1.00750  C1 1.395, H5 0.966
4 O 0.19904 1.33471 0.91485  C1 1.403, H6 0.972
5 H 0.39101 3.41225 -0.49359  O3 0.966
6 H -0.75432 1.17518 0.81371  O4 0.972
7 H 0.57310 0.66472 -1.00530  C1 1.102
8 H 2.68752 0.76953 0.29802  C2 1.086
9 H 2.47265 2.50749 0.53948  C2 1.088
10 H 2.76685 1.86976 -1.09292  C2 1.086
11 C -2.03951 -2.26954 -1.07600  C12 1.502, H18 1.087, H19 1.088, H20 1.085
12 C -1.44683 -1.51490 0.07967  C11 1.502, O14 1.340, O15 1.206
13 N 0.36935 -1.54462 1.60589  O14 1.423, H16 1.026, H17 1.023
14 O -0.33571 -2.12424 0.51419  C12 1.340, N13 1.423
15 O -1.88429 -0.49653 0.55496  C12 1.206
16 H 0.42451 -0.53132 1.45629  N13 1.026
17 H -0.18594 -1.70133 2.45008  N13 1.023
18 H -2.93962 -1.76474 -1.41631  C11 1.087
19 H -1.31125 -2.31834 -1.88234  C11 1.088
20 H -2.26806 -3.28389 -0.76703  C11 1.085



Arrangement b

A 2-piece molecular cluster, C4H11NO4 overall. Source: the Open Molecules 2025 dataset; level of theory: ωB97M-V/def2-TZVPD.

HOMO energy in eV: -7.09
LUMO energy in eV: 0.7270

Last columns: bonded neighbours and bond lengths (Å).
Cartesian coordinates (Å):
1 C -2.21116 0.62577 1.05673  O6 1.473, H10 1.163, H11 1.115, H12 1.079
2 C 2.30777 -0.47019 0.36159  O7 1.460, H13 1.140, H14 1.129, H15 1.072
3 C 0.28903 1.66554 -1.30333  O8 1.513, H16 1.105, H17 1.049, H18 1.114
4 C 0.02709 0.01485 0.53165  O6 1.294, O7 1.328, O8 1.347
5 N -0.53526 -2.47030 -0.59077  O9 1.371, H19 1.035, H20 1.042
6 O -0.99331 -0.16464 1.30746  C1 1.473, C4 1.294
7 O 1.01698 -0.74423 0.98725  C2 1.460, C4 1.328
8 O 0.28838 1.28303 0.16018  C3 1.513, C4 1.347
9 O -0.40396 -1.21246 -1.11948  N5 1.371
10 H -2.51810 0.67508 -0.06352  C1 1.163
11 H -2.21701 1.59429 1.60826  C1 1.115
12 H -3.07137 0.04935 1.36106  C1 1.079
13 H 2.92672 0.26919 0.96953  C2 1.140
14 H 2.23585 0.05178 -0.63731  C2 1.129
15 H 2.79930 -1.41641 0.24847  C2 1.072
16 H -0.44045 2.49157 -1.22758  C3 1.105
17 H 0.24381 0.88550 -2.00396  C3 1.049
18 H 1.31021 2.07889 -1.46761  C3 1.114
19 H 0.37064 -2.55801 -0.09890  N5 1.035
20 H -1.42513 -2.64859 -0.07973  N5 1.042



Quick one: most stable of them? arrangement a



Arrangement a

The molecule C6H12N2. Source: the Open Molecules 2025 dataset; level of theory: ωB97M-V/def2-TZVPD.

HOMO energy (spin up / spin down) in eV: -4.91 / -8.99
<S²>: 2.007
Spin multiplicity: 3
LUMO energy (spin up / spin down) in eV: 1.1652 / -1.3864

Last columns: bonded neighbours and bond lengths (Å).
Cartesian coordinates (Å):
1 C -0.56667 -0.00280 -0.31537  C2 1.522, C3 1.463, N8 1.728, H9 1.031
2 C -0.93860 1.13179 -1.25948  C1 1.522, C4 1.510, N8 1.496, H10 1.069
3 C 0.84039 0.07962 0.07748  C1 1.463, C6 1.505, N7 1.517, H11 1.117
4 C -2.32831 1.00570 -1.83691  C2 1.510, H12 1.138, H13 1.117, H14 1.087
5 C 1.31810 -2.12425 1.31268  C6 1.533, H15 1.047, H16 1.104, H17 1.142
6 C 1.30418 -0.59111 1.34263  C3 1.505, C5 1.533, H18 1.159, H19 1.188
7 N 0.83384 1.58573 0.26104  C3 1.517, N8 1.492, H20 1.054
8 N -0.64732 1.67169 0.10500  C1 1.728, C2 1.496, N7 1.492
9 H -1.28551 -0.60224 0.11646  C1 1.031
10 H -0.21870 1.32219 -2.02701  C2 1.069
11 H 1.37629 -0.14083 -0.87760  C3 1.117
12 H -2.65205 2.04903 -2.15758  C4 1.138
13 H -3.17437 0.45032 -1.36392  C4 1.117
14 H -2.18630 0.45323 -2.76184  C4 1.087
15 H 0.40886 -2.58351 1.07255  C5 1.047
16 H 1.56242 -2.40726 2.35169  C5 1.104
17 H 2.22269 -2.56168 0.76906  C5 1.142
18 H 2.40093 -0.31785 1.60005  C6 1.159
19 H 0.73934 -0.17451 2.30148  C6 1.188
20 H 0.99080 1.75673 1.28956  N7 1.054



Arrangement b

A 2-piece molecular cluster, C6H12N2 overall. Source: the Open Molecules 2025 dataset; level of theory: ωB97M-V/def2-TZVPD.

HOMO energy (spin up / spin down) in eV: -6.46 / -8.78
<S²>: 2.007
Spin multiplicity: 3
LUMO energy (spin up / spin down) in eV: 0.9922 / -1.0637

Last columns: bonded neighbours and bond lengths (Å).
Cartesian coordinates (Å):
1 C -0.31912 -2.56434 -0.18382  C2 1.316, H9 1.030, H20 1.123
2 C -0.57745 -1.28693 0.00018  C1 1.316, C6 1.276
3 C -1.65135 0.42678 -1.33963  C6 1.561, H10 1.090, H11 1.066, H12 1.022
4 C -0.95194 0.90539 1.08917  C6 1.484, H13 1.131, H14 1.113, H15 0.992
5 C 2.14013 0.57912 -1.14895  N8 1.466, H16 1.187, H17 1.194, H18 1.097
6 C -0.97881 -0.07617 -0.02381  C2 1.276, C3 1.561, C4 1.484
7 N 2.30014 -0.47214 0.85001  N8 1.230, H19 1.057
8 N 1.54937 0.19050 0.13571  C5 1.466, N7 1.230
9 H -1.08041 -3.22527 0.02726  C1 1.030
10 H -0.93967 0.97912 -1.95294  C3 1.090
11 H -2.00372 -0.41648 -1.88771  C3 1.066
12 H -2.41626 1.04048 -1.05227  C3 1.022
13 H -0.31491 1.78620 0.77585  C4 1.131
14 H -1.95296 1.38464 1.16660  C4 1.113
15 H -0.53140 0.51793 1.90026  C4 0.992
16 H 2.67958 -0.32334 -1.69978  C5 1.187
17 H 1.23319 1.01468 -1.79102  C5 1.194
18 H 2.93103 1.33720 -1.10012  C5 1.097
19 H 1.88129 -0.53077 1.81837  N7 1.057
20 H 0.73307 -2.86681 -0.43311  C1 1.123



Quick one: most stable of them? arrangement b